[1]
{"formula": "C39H33Br2ClHfIN5O5", "method": "the ωB97M-V functional and the def2-TZVPD basis", "total_charge": 2, "e_homo_ev": -12.053, "lumo_energy_ev": -5.8, "orbital_gap_ev": 6.21, "species": ["Hf", "Cl", "C", "C", "C", "I", "C", "O", "C", "N", "C", "C", "C", "C", "H", "H", "H", "H", "Br", "C", "C", "C", "N", "C", "C", "C", "C", "C", "Br", "C", "C", "N", "H", "H", "H", "H", "H", "H", "C", "C", "C", "C", "C", "C", "N", "C", "C", "C", "C", "C", "C", "C", "O", "O", "C", "C", "H", "H", "H", "H", "H", "H", "H", "H", "H", "H", "H", "H", "H", "H", "O", "C", "O", "C", "N", "C", "C", "C", "H", "H", "H", "H", "H", "H", "H", "H", "H"], "coordinates": [[0.89556, -0.64675, -0.48675], [-6.20948, 0.04826, -0.90692], [-4.51840, 0.27964, -0.66029], [-4.06012, 1.45688, -0.14730], [-2.67738, 1.67813, 0.05036], [-2.01626, 3.46235, 0.87024], [-1.76975, 0.70624, -0.27671], [-0.44172, 0.82201, -0.16410], [-2.24631, -0.53323, -0.77231], [-1.28347, -1.47345, -1.01182], [-1.66513, -2.63084, -1.52014], [-3.00140, -2.94117, -1.79549], [-3.97777, -2.01961, -1.52149], [-3.61509, -0.76726, -0.99023], [-4.76435, 2.23676, 0.10719], [-0.89149, -3.35879, -1.72719], [-3.24429, -3.90597, -2.21643], [-5.01954, -2.23792, -1.71308], [1.39250, -7.55946, 0.44961], [1.26552, -5.71273, 0.20563], [1.74981, -5.12190, -0.95293], [1.64459, -3.75204, -1.07042], [1.08304, -2.98114, -0.12912], [0.60449, -3.55461, 0.98797], [0.68856, -4.92130, 1.18830], [-0.00852, -2.63263, 1.97729], [-0.57834, -3.07518, 3.15680], [-1.13386, -2.14326, 4.02360], [-1.91717, -2.70793, 5.62345], [-1.10343, -0.79945, 3.68933], [-0.52159, -0.44231, 2.48802], [0.01505, -1.33125, 1.64618], [2.20490, -5.70715, -1.73833], [2.02316, -3.24175, -1.94678], [0.31736, -5.38209, 2.09051], [-0.60584, -4.12210, 3.41659], [-1.52744, -0.04609, 4.33690], [-0.48672, 0.59444, 2.17730], [5.41370, 5.69888, 0.19617], [4.25589, 4.95697, -0.42274], [2.98700, 5.09614, 0.13175], [1.88521, 4.51279, -0.47177], [2.03247, 3.75355, -1.61806], [3.29921, 3.55615, -2.15024], [3.53517, 2.75928, -3.29733], [2.55069, 2.29583, -4.19167], [2.56596, 2.83257, -5.48023], [1.71022, 2.38860, -6.46859], [0.79250, 1.37941, -6.20051], [0.77054, 0.82057, -4.94405], [1.63837, 1.25301, -3.92799], [1.54776, 0.52848, -2.66490], [2.04611, 0.91457, -1.56441], [0.86693, -0.57675, -2.60276], [4.42074, 4.17612, -1.57214], [5.75903, 4.05530, -2.25861], [5.08404, 6.25661, 1.07070], [5.84936, 6.41195, -0.50526], [6.22053, 5.03446, 0.51507], [2.85848, 5.71060, 1.01416], [0.89610, 4.66497, -0.06161], [1.16443, 3.32445, -2.09867], [4.31491, 3.12544, -3.82345], [3.26333, 3.63276, -5.69713], [1.75101, 2.84143, -7.45034], [0.11170, 1.03596, -6.96612], [0.07793, 0.02450, -4.71286], [6.00462, 3.01693, -2.49864], [6.56905, 4.45768, -1.65605], [5.77076, 4.61575, -3.19944], [2.61074, -0.28001, 0.93700], [3.51099, -0.71813, 0.13922], [3.21935, -1.38856, -0.85705], [4.93149, -0.26808, 0.39336], [5.01041, 0.38822, 1.74108], [6.21309, 1.29669, 1.71257], [6.35118, 1.71731, 0.24389], [5.33709, 0.87000, -0.55179], [5.63119, -1.10246, 0.37102], [5.05444, -0.28647, 2.50343], [4.13240, 0.90488, 1.86318], [7.06215, 0.71307, 2.06017], [6.04432, 2.11815, 2.40349], [7.37183, 1.55071, -0.09290], [6.12541, 2.77375, 0.12299], [5.73853, 0.47070, -1.47788], [4.45530, 1.46385, -0.80617]], "mulliken_charge": [3.154, -0.223, 0.540, -0.317, -0.292, 0.097, -0.294, -0.780, 0.683, 0.172, -0.245, -1.217, -0.642, -0.274, 0.468, 0.584, 0.451, 0.505, -0.068, -0.459, -0.623, -0.602, 0.324, 0.660, -0.832, 0.696, -0.700, -0.269, -0.072, -0.678, -0.615, 0.183, 0.521, 0.464, 0.557, 0.535, 0.503, 0.502, -1.592, 1.414, -1.319, -0.892, -0.732, -0.081, 0.228, 0.022, -0.842, -0.684, -0.868, -0.925, 0.441, 1.281, -0.347, -0.931, 1.354, -1.829, 0.418, 0.354, 0.298, 0.428, 0.321, 0.513, 0.446, 0.493, 0.418, 0.444, 0.457, 0.391, 0.439, 0.458, -0.961, 0.787, -0.593, -0.501, 0.009, -0.847, 0.365, -0.070, 0.524, 0.390, 0.342, 0.270, 0.458, 0.430, -0.552, 0.590, -0.611]}

[2]
{"formula": "C39H33BrN4O6PReS", "method": "the ωB97M-V functional and the def2-TZVPD basis", "total_charge": -1, "multiplicity": 2, "e_homo_ev": [-5.252, -5.019], "lumo_energy_ev": [1.2, 1.5], "orbital_gap_ev": [6.42, 6.53], "species": ["Re", "C", "C", "C", "C", "C", "C", "C", "S", "O", "O", "N", "C", "C", "O", "O", "H", "H", "H", "H", "H", "H", "H", "H", "H", "C", "C", "C", "C", "C", "C", "C", "P", "C", "C", "C", "C", "C", "C", "C", "C", "C", "C", "C", "C", "C", "C", "H", "H", "H", "H", "H", "H", "H", "H", "H", "H", "H", "H", "H", "H", "H", "H", "H", "H", "H", "H", "N", "C", "N", "C", "N", "Br", "C", "C", "C", "C", "C", "C", "C", "O", "O", "H", "H", "H", "H"], "coordinates": [[0.45122, 1.00453, 0.45852], [5.14070, -1.90973, -3.05707], [4.41017, -0.64492, -2.70559], [4.77609, 0.10238, -1.59146], [4.08047, 1.24721, -1.23357], [2.98912, 1.62864, -1.99338], [2.63536, 0.93166, -3.14144], [3.34462, -0.20456, -3.48750], [2.10642, 3.09210, -1.57695], [2.97057, 3.95952, -0.82968], [1.50927, 3.58752, -2.79578], [0.80953, 2.59641, -0.64219], [-0.05924, 3.75575, -0.40916], [-0.73098, 3.61635, 0.95705], [-1.38102, 4.52463, 1.42111], [-0.55958, 2.45548, 1.52472], [6.13456, -1.92827, -2.61274], [5.24324, -2.02080, -4.13635], [4.59667, -2.78156, -2.68792], [5.62051, -0.20683, -0.98833], [4.37350, 1.82296, -0.37004], [1.81650, 1.28724, -3.74771], [3.06928, -0.75793, -4.37666], [-0.82458, 3.85530, -1.18552], [0.52579, 4.67909, -0.39997], [-3.49305, 2.68199, 0.61962], [-3.57995, 1.43697, 1.45353], [-4.35079, 1.48107, 2.60956], [-4.50774, 0.37141, 3.42420], [-3.88774, -0.82012, 3.09032], [-3.10936, -0.88394, 1.94680], [-2.94739, 0.22842, 1.12737], [-1.76823, 0.14596, -0.25508], [-2.79183, 0.47220, -1.75140], [-4.17088, 0.27762, -1.67063], [-4.98268, 0.42267, -2.78343], [-4.41801, 0.77260, -3.99925], [-3.04820, 0.94951, -4.08887], [-2.21549, 0.79024, -2.98415], [-0.73261, 0.91736, -3.16450], [-1.34281, -1.59732, -0.50952], [-2.28976, -2.61291, -0.61418], [-1.88400, -3.92570, -0.76134], [-0.52339, -4.21598, -0.81261], [0.41272, -3.20077, -0.74721], [0.02223, -1.86641, -0.61079], [1.01622, -0.74159, -0.62661], [-3.42902, 3.55843, 1.25987], [-4.37046, 2.77266, -0.02520], [-2.61906, 2.69872, -0.03176], [-4.81767, 2.41891, 2.88289], [-5.09436, 0.44473, 4.32965], [-3.97236, -1.68634, 3.73075], [-2.59537, -1.80595, 1.71016], [-4.62269, 0.01874, -0.72296], [-6.05014, 0.27148, -2.69346], [-5.03944, 0.90469, -4.87497], [-2.60037, 1.21393, -5.03789], [-0.50067, 1.41615, -4.10439], [-0.26953, -0.07131, -3.18165], [-0.26487, 1.48805, -2.35859], [-3.34570, -2.37497, -0.55955], [-2.61645, -4.71788, -0.82372], [-0.19530, -5.24245, -0.91141], [1.46879, -3.43131, -0.80584], [1.17126, -0.44410, -1.66898], [1.98294, -1.09193, -0.25036], [0.08824, -0.23362, 2.04504], [-0.30418, -0.55177, 3.10032], [-0.73710, -1.12810, 4.12900], [-0.96611, -0.69492, 5.33435], [-1.18380, -0.41809, 6.43624], [2.66880, -4.49481, 5.03253], [2.85233, -2.86652, 4.07006], [3.20721, -2.90908, 2.73250], [3.33208, -1.71838, 2.03463], [3.07591, -0.50408, 2.65902], [2.72870, -0.48617, 4.00227], [2.62140, -1.66725, 4.71805], [3.30502, 0.77692, 1.90337], [4.41383, 1.27844, 1.97909], [2.35935, 1.29257, 1.18375], [3.38655, -3.85837, 2.24649], [3.62518, -1.73488, 0.99255], [2.52696, 0.45590, 4.49591], [2.32469, -1.65350, 5.75802]], "mulliken_charge": [2.851, -1.562, 1.219, -0.884, -0.378, -0.606, -0.375, -0.775, 1.530, -0.764, -0.742, 0.011, -0.465, 0.162, -0.741, -0.770, 0.394, 0.415, 0.257, 0.374, 0.646, 0.759, 0.419, 0.146, 0.687, -2.050, 1.428, -0.869, -0.830, -0.670, -1.691, 0.954, 1.308, 0.976, -0.975, -0.803, -0.831, -0.507, -0.164, -0.498, 0.423, -0.223, -0.897, -0.805, -0.478, 0.478, -0.610, 0.554, 0.437, -0.042, 0.478, 0.377, 0.447, 0.419, 0.503, 0.431, 0.403, 0.453, 0.560, 0.372, -0.375, 0.517, 0.422, 0.396, 0.540, -0.302, -0.501, 0.097, 0.425, -0.658, 0.553, -0.709, -0.237, 0.110, -0.567, 0.087, 0.452, -0.334, -0.444, -0.373, -0.684, -0.910, 0.445, 0.272, 0.419, 0.490]}